13
Properties=species:S:1:pos:R:3:nbo_charge:R:1 method="wB97M-V/def2-TZVPD" energy_ev=-16565.1254 orbital_gap_ev="7.25 / 10.17" total_charge=+1 de_lowest_kj_mol=493.9
C -0.141 0.396 -1.339 -0.795
C -1.626 -0.167 1.071 -0.798
N 2.907 -0.627 0.311 -0.625
O -0.769 -2.088 -0.570 -0.620
S -0.313 -0.842 -0.008 1.517
H -0.012 1.368 -0.871 0.271
H -1.024 0.369 -1.975 0.278
H 0.741 0.158 -1.932 0.289
H -1.765 -0.835 1.914 0.284
H -2.554 -0.117 0.501 0.280
H -1.320 0.816 1.415 0.271
H 3.472 -1.172 -0.330 0.323
H 3.321 -0.586 1.236 0.325